This record from the Open Molecules 2025 dataset describes a 2-piece molecular cluster, C23H25N2 overall. The level of theory is ωB97M-V/def2-TZVPD.

Structure (XYZ):
```
50
C23H25N2 | the Open Molecules 2025 dataset | ωB97M-V/def2-TZVPD
C -0.736 0.011 4.051
C 0.005 1.297 3.983
C 1.311 1.597 3.734
C 2.413 0.699 3.560
C 2.414 -0.675 3.564
C 1.316 -1.578 3.747
C 0.008 -1.282 4.009
H -1.644 0.012 4.652
H -0.734 2.072 4.133
H 1.541 2.671 3.598
H 3.399 1.182 3.423
H 3.396 -1.163 3.423
H 1.544 -2.654 3.610
H -0.728 -2.058 4.180
C -3.537 -2.508 0.629
N -4.025 -1.134 0.524
C -3.347 -0.028 0.078
H -1.191 -0.006 3.101
C -2.212 -0.016 -0.855
C -2.604 -0.030 -2.215
C -1.662 -0.027 -3.210
C -0.295 -0.006 -2.914
C 0.615 -0.002 -4.110
C 0.134 0.011 -1.567
C -0.829 0.005 -0.527
N -4.056 1.066 0.513
C -3.610 2.456 0.605
C -5.299 0.649 1.026
C -5.278 -0.745 1.034
C -6.459 -1.483 0.991
C -7.662 -0.782 0.894
C -7.683 0.611 0.881
C -6.502 1.351 0.969
H -4.397 -3.170 0.778
H -3.035 -2.845 -0.284
H -2.876 -2.608 1.507
H -3.665 -0.044 -2.491
H -1.971 -0.039 -4.265
H 1.687 0.016 -3.896
H 0.382 -0.887 -4.715
H 0.356 0.865 -4.729
H 1.219 0.031 -1.314
H -0.535 0.019 0.538
H -4.492 3.090 0.745
H -2.953 2.588 1.482
H -3.114 2.796 -0.309
H -6.413 -2.567 0.899
H -8.579 -1.337 0.756
H -8.616 1.136 0.731
H -6.491 2.434 0.859
```

- Orbital gap: 6.758 eV
- Electronic energy: -27228.7627 eV
- Total charge: +1
- HOMO level: -9.77 eV
- Relative energy (zero: lowest compared OMol25 entry of this formula, charge and spin): 18.3 kcal/mol
- LUMO level: -3.02 eV

This record from the Open Molecules 2025 dataset describes C6H10 as an isolated structure. The level of theory is ωB97M-V/def2-TZVPD.

Structure (XYZ):
```
16
C6H10 | the Open Molecules 2025 dataset | ωB97M-V/def2-TZVPD
C -2.013 0.476 0.823
C -1.204 -0.335 -0.167
C -0.043 0.418 -0.815
C 0.987 1.513 0.456
C 1.436 0.403 0.064
C 2.363 -0.730 0.006
H -1.370 0.834 1.626
H -2.830 -0.115 1.248
H -2.438 1.353 0.333
H -1.869 -0.695 -0.962
H -0.815 -1.230 0.324
H 0.375 -0.175 -1.631
H -0.379 1.353 -1.284
H 2.750 -0.857 -0.999
H 3.205 -0.574 0.680
H 1.846 -1.638 0.297
```

- Orbital gap: 10.565 eV
- Electronic energy: -6380.2503 eV
- HOMO level: -9.61 eV
- Relative energy (zero: lowest compared OMol25 entry of this formula, charge and spin): 83.2 kcal/mol
- LUMO level: 0.96 eV

What did the first record say?
This record from the Open Molecules 2025 dataset describes a 2-piece molecular cluster, C23H25N2 overall. The level of theory is ωB97M-V/def2-TZVPD.

Structure (XYZ):
```
50
C23H25N2 | the Open Molecules 2025 dataset | ωB97M-V/def2-TZVPD
C -0.736 0.011 4.051
C 0.005 1.297 3.983
C 1.311 1.597 3.734
C 2.413 0.699 3.560
C 2.414 -0.675 3.564
C 1.316 -1.578 3.747
C 0.008 -1.282 4.009
H -1.644 0.012 4.652
H -0.734 2.072 4.133
H 1.541 2.671 3.598
H 3.399 1.182 3.423
H 3.396 -1.163 3.423
H 1.544 -2.654 3.610
H -0.728 -2.058 4.180
C -3.537 -2.508 0.629
N -4.025 -1.134 0.524
C -3.347 -0.028 0.078
H -1.191 -0.006 3.101
C -2.212 -0.016 -0.855
C -2.604 -0.030 -2.215
C -1.662 -0.027 -3.210
C -0.295 -0.006 -2.914
C 0.615 -0.002 -4.110
C 0.134 0.011 -1.567
C -0.829 0.005 -0.527
N -4.056 1.066 0.513
C -3.610 2.456 0.605
C -5.299 0.649 1.026
C -5.278 -0.745 1.034
C -6.459 -1.483 0.991
C -7.662 -0.782 0.894
C -7.683 0.611 0.881
C -6.502 1.351 0.969
H -4.397 -3.170 0.778
H -3.035 -2.845 -0.284
H -2.876 -2.608 1.507
H -3.665 -0.044 -2.491
H -1.971 -0.039 -4.265
H 1.687 0.016 -3.896
H 0.382 -0.887 -4.715
H 0.356 0.865 -4.729
H 1.219 0.031 -1.314
H -0.535 0.019 0.538
H -4.492 3.090 0.745
H -2.953 2.588 1.482
H -3.114 2.796 -0.309
H -6.413 -2.567 0.899
H -8.579 -1.337 0.756
H -8.616 1.136 0.731
H -6.491 2.434 0.859
```

- Orbital gap: 6.758 eV
- Electronic energy: -27228.7627 eV
- Total charge: +1
- HOMO level: -9.77 eV
- Relative energy (zero: lowest compared OMol25 entry of this formula, charge and spin): 18.3 kcal/mol
- LUMO level: -3.02 eV

- Which formula does entry 2 have?
  C6H10

- What is the formula in the second record?
  C6H10